# 1
This record from OMol25 describes an isolated molecule of C15H15N3O3S in a non-equilibrium geometry. The level of theory is the ωB97M-V functional and the def2-TZVPD basis.

Computed properties:
Relative energy (zero: lowest compared OMol25 entry of this formula, charge and spin), kcal/mol: 109.9
SMILES: O=C(/C=C/Sc1nc(CCc2ccccc2)cc(=O)[nH]1)NO

Last column: Mulliken charge in e.
Atoms and positions in Å:
O1 -2.87056 3.72031 2.97034  -0.6245
C1 -2.87187 2.58236 3.34103  0.5898
C2 -1.75054 2.08506 4.14087  -0.2519
C3 -1.12696 0.92817 3.73579  -0.5084
S1 0.45835 0.42444 4.41105  -0.2449
C4 1.42896 0.30764 2.91386  0.2970
N1 0.96898 -0.41242 1.91581  -0.5132
C5 1.61977 -0.68625 0.77921  0.6027
C6 1.12627 -1.47512 -0.40230  -0.9474
C7 0.16777 -0.63111 -1.33324  -0.8285
C8 0.10208 -1.16717 -2.75420  0.7357
C9 1.22489 -1.01623 -3.55228  -0.2966
C10 1.19352 -1.17883 -4.97809  -0.5977
C11 -0.03105 -1.70939 -5.56089  -0.5003
C12 -1.14871 -1.86181 -4.73087  -0.3500
C13 -1.08158 -1.66596 -3.33027  -0.3825
C14 2.94638 -0.21808 0.68494  -0.0417
C15 3.54382 0.35233 1.76900  -0.1587
O2 4.72024 0.76098 1.70264  -0.7062
N2 2.74195 0.61941 2.83605  -0.0147
N3 -4.02383 1.86500 3.25196  -0.0972
O3 -5.00864 2.24974 2.33712  -0.4046
H1 -1.22641 2.66046 4.89476  0.3829
H2 -1.54752 0.38894 2.91269  0.4188
H3 2.05130 -1.80920 -0.89605  0.4115
H4 0.61868 -2.34117 -0.12385  0.4392
H5 0.52316 0.37810 -1.38985  0.4059
H6 -0.88086 -0.65902 -0.97684  0.3284
H7 2.21901 -0.64024 -3.24104  0.2717
H8 2.03895 -0.96464 -5.65387  0.3602
H9 -0.15099 -1.79653 -6.62083  0.3682
H10 -2.16015 -2.07379 -5.16564  0.2913
H11 -2.05666 -1.65337 -2.71777  0.1953
H12 3.58027 -0.20384 -0.15301  0.4583
H13 3.34038 0.84678 3.64941  0.2954
H14 -3.97067 0.87168 3.41420  0.2448
H15 -4.70773 3.12280 1.92014  0.3718

Forces on the atoms, in the same order (eV/Å):
0.42 2.01 -1.39
-1.63 0.28 1.51
2.35 -3.41 -0.57
-0.40 2.29 0.65
-0.11 0.55 -0.22
0.39 -2.66 -2.06
-2.89 0.40 1.03
3.82 1.10 -0.47
-0.08 1.81 -0.52
-0.24 -1.73 -0.02
-0.18 -0.22 0.06
1.48 0.49 -3.05
-2.27 -1.60 0.45
1.10 1.61 1.89
-0.63 -0.35 0.33
-0.81 1.10 0.01
-3.56 -1.57 -0.84
2.87 2.14 -0.74
-0.87 -0.48 1.27
0.64 0.70 3.37
0.60 -0.57 -0.09
0.49 0.97 -0.48
-0.56 0.48 -0.12
0.15 -0.62 -0.33
-0.54 0.28 -0.31
-0.95 -1.51 0.72
0.08 0.66 0.13
0.70 0.24 0.34
-0.93 -0.13 0.61
-0.38 -0.13 0.75
0.11 -0.15 -0.41
1.19 -0.04 0.34
1.71 -0.25 -0.98
0.36 -0.60 -1.21
-0.99 0.47 -0.39
-0.43 -0.11 -0.34
0.00 -1.47 1.12



# 2
This record from OMol25 describes a structure of composition C3H5P in a non-equilibrium geometry. The level of theory is the ωB97M-V functional and the def2-TZVPD basis.

Computed properties:
Relative energy (zero: lowest compared OMol25 entry of this formula, charge and spin), kcal/mol: 80.7

Last column: Mulliken charge in e.
Atoms and positions in Å:
C1 -0.57153 -0.00882 -0.89635  -0.4668
C2 0.70128 -0.36521 -0.27564  -0.4493
C3 0.13049 -0.09974 1.21485  -0.3549
P1 -1.22423 0.78334 0.43713  -0.1401
H1 -1.01224 -0.43720 -1.71081  0.4906
H2 1.30412 -1.17911 -0.37876  0.4341
H3 1.34140 0.40233 -0.44231  0.2388
H4 -2.50478 0.13826 0.31447  0.0401
H5 0.82712 0.51224 1.81015  0.2077

Forces on the atoms, in the same order (eV/Å):
1.16 -0.20 -0.96
-3.05 0.69 3.15
1.47 0.03 -0.70
-1.53 0.79 0.76
-1.09 -1.04 -2.07
0.93 -2.93 -0.82
2.30 2.79 -0.42
0.29 0.19 0.72
-0.47 -0.32 0.33



# 3
This record from OMol25 describes the ion C7H15N2O with charge +1 in a non-equilibrium geometry. The level of theory is the ωB97M-V functional and the def2-TZVPD basis.

Computed properties:
Charge: +1
Relative energy (zero: lowest compared OMol25 entry of this formula, charge and spin), kcal/mol: 95.7
SMILES: C=CC(C)(C)/[NH+]=C(/C)NO

Last column: Mulliken charge in e.
Atoms and positions in Å:
C1 0.43224 2.29530 -0.57373  -0.8210
C2 1.26549 1.42880 -0.00155  -0.8281
C3 0.97541 -0.04794 0.19963  1.7643
C4 2.13559 -0.84490 -0.35481  -1.5872
C5 0.99848 -0.22293 1.74040  -1.6158
N1 -0.16650 -0.60700 -0.55750  -0.2118
C6 -1.46427 -0.41807 -0.32573  0.5541
C7 -2.51340 -1.37074 -0.83819  -1.3386
N2 -1.82272 0.67094 0.33345  0.1018
O1 -3.14045 0.96514 0.59084  -0.4253
H1 0.68515 3.34890 -0.80236  0.3161
H2 -0.32290 1.88642 -1.18892  0.3110
H3 2.27489 1.67242 0.32431  0.4401
H4 1.90870 -1.38289 -1.22664  0.4530
H5 2.57644 -1.58640 0.41707  0.3374
H6 3.03765 -0.15467 -0.64144  0.3432
H7 0.27044 -1.07475 2.05680  0.2877
H8 0.71915 0.76099 2.39720  0.3057
H9 1.96338 -0.48587 2.03558  0.5748
H10 0.08602 -1.54504 -0.81696  0.2756
H11 -2.03789 -1.99001 -1.55505  0.4143
H12 -3.38378 -0.92194 -1.26566  0.4291
H13 -2.76510 -1.92132 0.03587  0.3266
H14 -1.28668 1.36684 0.83544  0.2455
H15 -3.48015 1.28082 -0.22366  0.3477

Forces on the atoms, in the same order (eV/Å):
1.85 0.70 -0.72
-0.56 0.11 -0.71
1.14 0.97 0.34
3.98 0.34 1.53
-4.10 0.84 1.68
-0.74 -0.24 1.18
-0.01 1.37 0.13
1.38 0.96 0.49
-0.63 -0.13 0.39
0.06 -1.13 1.06
-0.06 -0.78 0.54
-1.23 -0.15 -0.21
-0.37 0.32 0.42
-0.29 -0.67 -1.29
-0.85 1.08 -1.31
-1.67 -1.27 0.56
1.29 1.38 -0.38
0.42 -2.33 -1.82
1.48 -0.41 0.51
-0.42 -0.21 -0.53
0.26 -0.77 -0.66
-0.42 0.45 -0.10
-0.62 -0.80 0.63
0.98 -0.45 -0.39
-0.87 0.80 -1.35



# 4
This record from OMol25 describes an isolated molecule of C2H8O3Si in a non-equilibrium geometry. The level of theory is the ωB97M-V functional and the def2-TZVPD basis.

Computed properties:
Relative energy (zero: lowest compared OMol25 entry of this formula, charge and spin), kcal/mol: 0.0
SMILES: CO[SiH](O)OC

Last column: Mulliken charge in e.
Atoms and positions in Å:
C1 2.10958 0.93277 0.32966  -0.5738
O1 1.05020 0.15741 -0.20893  -0.2410
Si1 -0.50496 0.61995 -0.00353  0.5065
O2 -0.74934 1.87616 0.98290  -0.4417
O3 -1.39933 -0.71201 0.79891  -0.3733
C2 -2.21833 -1.53423 -0.02693  -0.5605
H1 1.89650 2.03724 0.34962  0.2730
H2 2.97584 0.71934 -0.29465  0.2284
H3 2.18299 0.52378 1.29789  0.2517
H4 -0.91758 0.99917 -1.43930  -0.1232
H5 -1.48459 1.83183 1.51477  0.3152
H6 -2.86721 -1.99219 0.66408  0.2338
H7 -1.48687 -2.31532 -0.52054  0.1808
H8 -2.65158 -0.92832 -0.78460  0.3241

Forces on the atoms, in the same order (eV/Å):
-0.29 0.56 -0.87
-1.08 0.55 -0.29
-1.34 -2.61 -0.24
2.85 0.62 -1.60
1.59 2.91 -1.56
3.61 -1.05 -0.46
0.21 -1.03 0.00
0.18 0.20 0.28
1.00 0.17 1.45
-0.22 -0.55 1.12
-2.56 -0.14 2.01
-1.23 -0.80 0.20
-1.78 1.09 0.70
-0.96 0.09 -0.74